Entry 1:
A molecular structure, C38H60IN6O8PS2SiSn in a non-equilibrium geometry, computed with ωB97M-V with the def2-TZVPD basis set.

CARTESIAN COORDINATES (ANGSTROEM)
Sn -0.472 0.200 2.411
C -0.691 -3.033 -4.403
C 0.051 -2.128 -3.421
C 1.412 -1.990 -3.553
C 2.183 -1.080 -2.776
C 1.459 -0.267 -1.950
C 0.064 -0.492 -1.729
C -0.620 -1.394 -2.489
S 2.253 1.031 -1.035
O 3.394 1.496 -1.819
O 1.113 2.091 -1.074
N 2.383 0.738 0.465
C 3.315 0.061 1.218
C 4.622 -0.251 0.756
C 5.428 -0.920 1.635
C 4.974 -1.298 2.897
C 3.704 -0.957 3.246
N 2.861 -0.352 2.408
H -1.441 -3.612 -3.852
H -0.007 -3.753 -4.862
H -1.284 -2.466 -5.177
H 1.944 -2.598 -4.354
H 3.279 -0.896 -3.023
H -0.445 0.133 -0.995
H -1.712 -1.477 -2.455
H 4.919 0.257 -0.165
H 6.492 -1.150 1.357
H 5.724 -1.677 3.544
H 3.285 -1.142 4.261
I -2.320 3.401 4.338
O -1.489 -0.685 4.279
C -2.629 -0.611 3.812
N -2.830 0.113 2.717
C -4.165 -0.072 2.317
O -4.700 0.474 1.399
C -4.861 -1.009 3.329
C -6.109 -1.624 3.334
C -6.359 -2.520 4.359
C -5.299 -2.915 5.272
C -4.064 -2.307 5.204
C -3.901 -1.354 4.215
H -6.794 -1.377 2.531
H -7.237 -3.118 4.462
H -5.523 -3.620 6.115
H -3.285 -2.599 5.894
C 2.521 6.473 -0.851
C 2.929 4.978 -0.987
C 4.403 4.899 -1.510
C 2.837 4.222 0.362
O 2.158 4.432 -2.025
Si 0.840 3.506 -1.964
S -0.126 2.669 3.489
O -0.332 4.243 -1.144
C -1.666 3.979 -0.769
C -1.861 2.483 -0.517
C -2.623 4.387 -1.952
C -2.023 4.799 0.444
O 0.346 2.870 -3.374
C 0.318 3.323 -4.762
C 1.636 2.947 -5.353
C -0.826 2.483 -5.453
C 0.150 4.814 -4.852
H 3.316 7.059 -0.332
H 1.519 6.613 -0.295
H 2.408 6.916 -1.825
H 5.051 5.370 -0.799
H 4.581 5.502 -2.428
H 4.807 3.931 -1.766
H 3.525 4.606 1.107
H 3.052 3.181 0.260
H 1.752 4.296 0.692
H -1.526 1.934 -1.375
H -2.905 2.266 -0.268
H -1.219 2.118 0.349
H -2.148 3.961 -2.811
H -2.794 5.464 -1.941
H -3.614 3.939 -1.835
H -1.425 4.451 1.288
H -3.109 4.604 0.656
H -1.860 5.866 0.228
H 1.762 1.860 -5.179
H 2.444 3.546 -4.963
H 1.550 3.035 -6.449
H -0.506 1.489 -5.157
H -0.725 2.637 -6.535
H -1.858 2.655 -5.052
H 0.987 5.337 -4.370
H -0.747 5.182 -4.372
H 0.034 5.061 -5.944
C 1.602 -3.905 3.264
N 0.165 -4.262 3.109
C -0.558 -4.469 4.417
P -0.525 -3.890 1.689
O -0.827 -2.452 1.353
N 0.560 -4.455 0.552
C 1.090 -5.815 0.598
C 1.433 -3.506 -0.157
N -1.969 -4.785 1.636
C -2.968 -4.358 0.674
C -2.078 -6.175 2.003
H 1.755 -2.924 3.750
H 2.176 -3.962 2.353
H 2.027 -4.593 3.961
H -0.458 -3.592 5.036
H -0.022 -5.276 4.961
H -1.609 -4.650 4.344
H 0.233 -6.508 0.722
H 1.786 -6.000 1.396
H 1.506 -6.059 -0.410
H 0.853 -2.642 -0.277
H 1.651 -3.909 -1.162
H 2.398 -3.197 0.346
H -3.031 -3.229 0.756
H -3.874 -4.858 0.872
H -2.625 -4.506 -0.354
H -1.279 -6.466 2.633
H -2.031 -6.873 1.168
H -3.039 -6.322 2.463

Cartesian forces (eV/Å) of the 3 atoms listed first:
-0.030 0.766 0.187
-0.654 0.252 0.245
0.352 -1.129 -1.999

Results
- E_HOMO: -0.275 Ha
- Relative energy (zero: lowest compared OMol25 entry of this formula, charge and spin): 54.61 kcal/mol
- E_LUMO: 0.1241 eV
- Kohn-Sham gap: 0.2794 Ha
- Strongest force on any atom: 3.1 eV/Å

Löwdin population analysis, charges in e, atoms 1 to 8: Sn 1.108; C -0.041; C -0.296; C -0.048; C -0.045; C -0.265; C -0.044; C -0.043

***

Entry 2:
8 unconnected molecules or ions with the total composition C38H61BF7NO23P, computed with ωB97M-V with the def2-TZVPD basis set.

CARTESIAN COORDINATES (ANGSTROEM)
C 0.580 8.731 3.699
C 1.781 8.354 2.810
C 1.431 7.833 1.412
C 0.272 6.829 1.324
C 0.243 5.740 2.400
C 1.582 5.035 2.666
C 1.761 3.696 1.910
C 2.442 2.633 2.777
C 2.341 1.207 2.229
C 0.909 0.710 2.039
P -0.148 0.808 3.509
C -1.169 2.307 3.480
C -2.058 2.314 2.219
C -3.473 1.755 2.458
C -4.562 2.801 2.200
C -5.927 2.296 2.650
O -6.981 3.120 2.202
C -7.078 4.343 2.938
C -8.421 4.445 3.646
B 0.733 0.515 5.237
N 2.133 0.292 5.485
O -0.154 0.548 6.253
H -0.375 8.599 3.196
H 0.550 8.086 4.579
H 0.650 9.748 4.074
H 2.367 9.263 2.663
H 2.450 7.676 3.336
H 1.242 8.661 0.730
H 2.320 7.337 1.010
H 0.309 6.344 0.346
H -0.662 7.393 1.337
H -0.453 4.974 2.043
H -0.188 6.130 3.321
H 2.435 5.670 2.442
H 1.645 4.826 3.737
H 2.433 3.881 1.071
H 0.800 3.364 1.517
H 2.115 2.686 3.820
H 3.506 2.879 2.790
H 2.801 1.214 1.239
H 2.938 0.513 2.814
H 0.440 1.343 1.285
H 0.891 -0.302 1.641
H -1.071 -0.235 3.391
H -1.812 2.222 4.358
H -0.553 3.197 3.582
H -1.594 1.745 1.414
H -2.144 3.338 1.857
H -3.601 1.389 3.480
H -3.668 0.905 1.802
H -4.583 3.080 1.145
H -4.302 3.702 2.762
H -6.060 1.274 2.288
H -5.930 2.239 3.745
H -6.290 4.391 3.692
H -6.958 5.178 2.249
H -9.216 4.000 3.054
H -8.670 5.501 3.768
H -8.390 4.020 4.646
H 2.691 1.121 5.640
H 2.587 -0.331 4.831
H 0.248 0.101 7.008
C 0.293 -1.584 -1.647
C 1.451 -2.064 -2.482
O 2.574 -1.725 -1.656
C 2.153 -1.746 -0.375
O 2.864 -1.747 0.582
O 0.804 -1.750 -0.310
F 1.542 -1.395 -3.652
H 0.080 -0.528 -1.824
H -0.605 -2.166 -1.793
H 1.461 -3.134 -2.677
C 4.444 -1.365 -5.475
C 5.415 -2.402 -4.955
O 5.806 -3.067 -6.141
C 5.682 -2.182 -7.175
O 6.146 -2.344 -8.251
O 4.956 -1.109 -6.788
F 4.821 -3.285 -4.117
H 3.435 -1.771 -5.548
H 4.426 -0.454 -4.884
H 6.301 -1.994 -4.467
C 3.447 -4.428 4.616
C 3.212 -4.741 3.154
O 1.963 -4.106 2.912
C 1.853 -3.073 3.773
O 1.050 -2.200 3.667
O 2.772 -3.163 4.751
F 3.078 -6.065 2.913
H 2.969 -5.165 5.261
H 4.495 -4.333 4.881
H 3.960 -4.325 2.477
C -7.492 0.920 -0.397
C -6.244 0.147 -0.756
O -6.447 -0.159 -2.116
C -7.257 0.816 -2.642
O -7.421 0.999 -3.795
O -7.817 1.541 -1.643
F -6.121 -1.007 -0.047
H -8.305 0.256 -0.098
H -7.321 1.656 0.383
H -5.316 0.717 -0.653
C -4.221 -3.842 -3.628
C -3.987 -2.718 -4.614
O -2.655 -2.325 -4.304
C -2.014 -3.406 -3.791
O -0.836 -3.485 -3.657
O -2.896 -4.368 -3.458
F -4.817 -1.674 -4.411
H -4.584 -3.457 -2.675
H -4.896 -4.611 -3.992
H -4.034 -3.013 -5.663
C 1.975 -5.808 -0.010
C 3.052 -6.779 -0.443
O 2.708 -7.025 -1.796
C 2.066 -5.922 -2.269
O 1.874 -5.671 -3.406
O 1.686 -5.125 -1.231
F 3.008 -7.936 0.253
H 1.084 -6.328 0.342
H 2.300 -5.103 0.743
H 4.068 -6.382 -0.404
C 5.189 -5.914 -9.183
C 4.879 -5.958 -7.704
O 5.075 -7.325 -7.392
C 5.985 -7.826 -8.278
O 6.552 -8.855 -8.152
O 6.150 -6.966 -9.313
F 3.594 -5.615 -7.436
H 4.304 -6.152 -9.777
H 5.606 -4.966 -9.510
H 5.543 -5.349 -7.091

Cartesian forces (eV/Å) of the 3 atoms listed first:
0.179 -0.447 0.271
-0.212 0.762 -0.116
0.309 -0.642 0.045

Results
- E_HOMO: -0.443 Ha
- E_LUMO: -2.7368 eV
- Kohn-Sham gap: 0.3422 Ha
- Strongest force on any atom: 0.8 eV/Å
- Total charge: +1

Löwdin population analysis, charges in e, atoms 1 to 8: C -0.098; C -0.246; C -0.218; C -0.208; C -0.201; C -0.186; C -0.188; C -0.214